The following is a quantum chemistry calculation of a molecular structure, C27H32Cl3CrN2O9S2Si in a non-equilibrium geometry, from the OMol25 dataset.

The geometry in ORCA input format:
```
! wB97M-V def2-TZVPD RIJCOSX def2/J DEFGRID3
* xyz -2 2
Cr 2.02134 -1.63045 0.57148
O 0.37614 -5.35675 0.63570
C 0.57109 -3.96623 0.63613
O 1.80625 -3.59665 0.92547
C -0.41864 -3.35481 1.64871
O -0.13975 -1.95921 1.77371
C -0.91316 -1.10654 0.95178
C 0.49380 -2.09856 -0.66321
O 0.22645 -3.48413 -0.68369
O 1.49675 -1.63840 -1.31895
H 1.17006 -5.70361 0.21478
H -0.21736 -3.80680 2.61992
H -1.45858 -3.52204 1.34605
H -0.54214 -0.10858 1.17644
H -1.96510 -1.21942 1.21929
Cl 4.98858 -0.49816 3.13563
Si 3.50848 -1.89354 2.40838
Cl 4.90493 -3.49769 2.04290
Cl 2.80297 -2.57264 4.31855
O 0.74354 1.43964 -0.31035
C 1.95354 1.26340 -0.17957
O 2.53984 0.24249 0.32388
C 2.88617 2.38882 -0.53720
C 2.42079 3.42943 -1.33146
C 3.24281 4.49103 -1.70713
C 4.53181 4.46730 -1.23428
O 5.54979 5.38312 -1.44883
C 6.59303 4.98214 -0.57731
O 6.32171 3.68096 -0.10744
C 4.99480 3.44052 -0.42927
C 4.20696 2.37904 -0.06980
H 1.38797 3.39097 -1.65116
H 2.88943 5.29779 -2.33602
H 6.65018 5.68097 0.27267
H 7.54504 4.98742 -1.11521
H 4.56044 1.56637 0.55171
S 1.12156 1.25445 3.06144
C -0.22352 2.15965 3.14578
N -1.48519 1.68712 3.43522
C -2.37437 2.68714 3.99050
C -2.12808 3.92639 3.14364
S -0.33048 3.89494 2.81243
H -1.46871 0.76695 3.85439
H -2.15376 2.90209 5.04455
H -3.40918 2.34926 3.91115
H -2.38670 4.85014 3.65639
H -2.65548 3.86816 2.19196
C -2.52192 1.12477 0.15282
C -3.56442 -0.00761 0.13429
C -4.10346 -0.28607 1.54613
C -3.19694 -1.27377 -0.66721
C -4.31115 -2.00196 -1.07997
C -4.24822 -2.95039 -2.08026
C -3.08626 -2.96542 -2.83737
C -1.94874 -2.24483 -2.49798
C -1.00094 -2.03312 -3.68907
C 0.00508 -3.16216 -3.95948
C -0.41515 -0.61730 -3.73829
C -1.91384 -1.62405 -1.20092
N -0.76549 -1.38288 -0.46540
H -2.02063 1.19697 1.11730
H -3.01471 2.08375 -0.03071
H -1.75435 0.99358 -0.60867
H -4.42197 0.38768 -0.42091
H -3.32228 -0.62981 2.22685
H -4.88769 -1.04474 1.52482
H -4.52675 0.63348 1.96452
H -5.27060 -1.76758 -0.62717
H -5.10834 -3.55224 -2.34810
H -3.06792 -3.52772 -3.76615
H -1.68434 -2.07855 -4.54599
H 0.78885 -3.21459 -3.21713
H 0.47286 -3.00553 -4.93757
H -0.51571 -4.12356 -3.96946
H 0.11625 -0.34480 -2.83378
H -1.22591 0.10436 -3.88612
H 0.27865 -0.52941 -4.57878
*
```

Output
Gap between HOMO and LUMO (spin up / spin down) in eV: 5.3 / 4.3
HOMO level (spin up / spin down) in eV: -1.594 / -0.634